DFT (ωB97M-V with the def2-TZVPD basis set) results for a molecular structure, C36H37N8O6PS2Zr.

```
! wB97M-V def2-TZVPD RIJCOSX def2/J DEFGRID3
* xyz 2 1
Zr 2.247 1.570 -0.271
S -3.045 -1.880 4.206
S -2.485 4.439 4.013
P -2.143 -4.027 -1.697
O -2.998 -4.051 -0.306
O 0.046 1.082 -0.599
O 2.655 2.341 -2.370
O -2.436 -5.554 -2.294
O -3.299 -3.314 -2.649
O 0.961 3.178 0.314
N -0.354 3.272 -0.011
N -0.831 2.085 -0.320
N -0.725 2.539 3.487
N 1.984 -0.542 -1.004
N -0.909 -2.729 2.715
N -1.127 -0.374 3.319
N 4.066 2.826 -0.078
N -0.008 4.705 2.765
C 1.290 -0.357 -3.342
C -3.110 -0.176 4.563
C -0.921 3.855 3.394
C -1.555 -1.606 3.310
C -1.444 -6.550 -1.916
C -4.174 -4.866 -0.086
C 2.149 -1.709 2.499
C 3.653 3.501 -2.431
C 2.161 -0.933 1.318
C -3.090 -2.975 -4.018
C 4.158 5.219 -0.708
C 4.564 4.481 1.569
C 1.975 -1.136 3.750
C -2.055 0.440 3.966
C 4.611 3.162 1.116
C 2.280 -1.450 -0.023
C 1.938 -2.100 -4.900
C -4.966 1.443 -0.857
C 1.824 -1.027 -2.262
C -2.862 2.819 4.227
C 3.075 -3.043 -1.456
C -3.139 2.973 -0.456
C -2.713 0.605 -0.650
C -1.878 1.903 3.912
C 2.026 0.447 1.518
C -4.457 2.707 -0.595
C 4.312 5.528 0.669
C 1.961 1.066 2.755
C -4.045 0.417 -0.904
C 2.548 -2.859 -3.863
C 2.953 -2.647 -0.174
C 1.414 -0.824 -4.663
C 3.985 3.871 -1.013
C 1.869 0.275 3.867
C -2.217 1.884 -0.477
C 2.467 -2.337 -2.531
H 2.453 2.091 -3.271
H -4.418 -5.423 -1.001
H -3.835 2.540 4.510
H 4.242 6.560 0.978
H 4.682 4.591 2.672
H 4.547 3.169 -2.994
H -0.792 -6.229 -1.127
H -2.030 -0.248 -0.690
H -1.886 -7.487 -1.594
H -2.790 3.992 -0.448
H -5.182 3.486 -0.431
H 4.970 2.298 1.706
H 1.998 -1.707 4.592
H -3.289 -3.871 -4.595
H -5.035 -4.218 0.169
H -0.772 -6.733 -2.774
H 3.127 -3.739 -4.112
H -4.320 -0.570 -1.308
H 2.173 -2.802 2.401
H 0.508 0.435 -3.196
H 4.037 5.949 -1.494
H -2.150 -2.593 -4.337
H 3.247 -3.304 0.649
H 0.546 4.228 2.066
H 3.555 -4.005 -1.648
H 3.200 4.327 -2.988
H -0.127 5.731 2.796
H -1.552 -3.438 2.276
H 1.162 -0.173 -5.485
H 1.628 0.704 4.859
H -3.916 -2.282 -4.235
H -0.143 -2.383 2.142
H 1.954 2.147 2.810
H -3.880 0.337 5.191
H -3.999 -5.637 0.702
H -5.963 1.191 -1.198
H 1.865 -2.503 -5.924
*
```

Output
HOMO-LUMO gap in eV: 4.5062
Relative energy (zero: lowest compared OMol25 entry of this formula, charge and spin) in eV: 0.092
LUMO in eV: -6.60


DFT (ωB97M-V with the def2-TZVPD basis set) results for a molecular structure, C25H20As2NO4S5V.

```
! wB97M-V def2-TZVPD RIJCOSX def2/J DEFGRID3
* xyz -2 3
As -2.806 -1.850 -0.815
As 0.547 0.898 2.224
V -0.091 -0.656 -0.972
S -1.218 -1.571 0.709
S -1.851 -0.421 -2.220
S -2.928 -3.829 -1.527
S 1.682 0.721 -1.048
S -4.778 -1.360 -0.222
O 1.358 0.108 -2.354
O 2.611 1.806 -1.158
O 2.078 -0.377 -0.133
O 0.302 1.132 -0.520
N 0.418 -2.338 -1.559
C 3.793 -2.979 -1.241
C 3.326 1.632 2.021
C -3.289 2.535 1.511
C 5.085 -4.885 -1.942
C 2.155 0.588 6.192
C 4.430 2.402 1.697
C 0.022 1.627 6.472
C 2.733 -4.806 -2.444
C 4.999 -3.645 -1.319
C 0.785 1.057 4.238
C -0.948 3.443 2.681
C 2.645 -3.565 -1.798
C 2.982 4.176 1.013
C 4.263 3.684 1.198
C 1.939 0.534 4.824
C 1.202 1.156 7.025
C 3.951 -5.453 -2.511
C 1.427 -2.877 -1.694
C -2.052 4.277 2.596
C -2.181 1.705 1.607
C -0.985 2.146 2.168
C 2.032 2.127 1.873
C 1.880 3.402 1.343
C -3.222 3.832 1.995
C -0.185 1.565 5.101
H -0.049 3.801 3.171
H -4.198 2.156 1.061
H -1.120 1.927 4.696
H 6.031 -5.409 -1.981
H 1.843 -5.240 -2.879
H -1.998 5.282 3.002
H 0.891 3.784 1.130
H -2.268 0.685 1.254
H 3.700 -2.014 -0.760
H 5.885 -3.195 -0.891
H 4.022 -6.406 -3.019
H 3.067 0.184 6.617
H 3.471 0.604 2.329
H 1.369 1.212 8.094
H -0.744 2.047 7.114
H 5.124 4.275 0.908
H 2.839 5.159 0.581
H 2.690 0.070 4.195
H -4.078 4.492 1.919
H 5.427 1.989 1.802
*
```

Output
<S²>: 2.022
HOMO-LUMO gap (alpha / beta) in eV: 5.2079 / 5.1501
Relative energy (zero: lowest compared OMol25 entry of this formula, charge and spin) in eV: 1.733
LUMO (alpha / beta) in eV: 3.93 / 3.88


DFT (ωB97M-V with the def2-TZVPD basis set) results for a molecular structure, C13H21FN2O6Pd.

```
! wB97M-V def2-TZVPD RIJCOSX def2/J DEFGRID3
* xyz -2 1
Pd -1.284 0.930 0.473
F 1.704 -4.420 -2.715
O -1.665 1.429 -2.831
O -0.696 3.816 0.831
O -2.298 5.254 1.174
O -2.724 3.115 1.197
O 0.035 0.474 3.908
O 1.778 0.465 0.758
N -1.912 4.062 1.064
N 0.185 2.238 -1.748
C -1.367 0.693 3.867
C -0.950 -2.180 -0.283
C 2.423 -0.503 -0.029
C 0.840 -3.876 -0.552
C -0.902 -2.051 -1.715
C -0.029 -3.144 0.249
C 0.359 1.624 -4.076
C -0.490 1.749 -2.816
C -1.828 -1.430 0.522
C -0.032 -2.781 -2.502
C 0.840 -3.687 -1.917
C 1.570 0.019 2.082
C 0.763 1.066 2.840
H -1.610 1.725 4.142
H 0.092 1.577 2.106
H 1.863 -1.445 -0.046
H 0.925 0.688 -4.025
H -0.186 2.258 -0.769
H -0.296 1.585 -4.943
H 2.477 -0.113 -1.047
H -2.695 -0.959 0.065
H -1.564 -1.321 -2.171
H 1.439 1.808 3.281
H 1.022 -0.929 2.099
H -1.914 -1.706 1.567
H -1.768 0.496 2.869
H -0.024 -2.659 -3.581
H -0.021 -3.308 1.322
H 1.062 2.455 -4.172
H -1.814 0.009 4.594
H 1.522 -4.599 -0.116
H 2.559 -0.138 2.543
H 1.167 2.418 -1.838
H 3.443 -0.701 0.338
*
```

Output
HOMO-LUMO gap in eV: 4.4605
Relative energy (zero: lowest compared OMol25 entry of this formula, charge and spin) in eV: 1.686
LUMO in eV: 5.21


DFT (ωB97M-V with the def2-TZVPD basis set) results for C3H4ClFO in the gas phase.

```
! wB97M-V def2-TZVPD RIJCOSX def2/J DEFGRID3
* xyz 0 1
Cl -0.974 1.390 0.456
F -1.799 -0.954 0.674
O 1.296 0.005 -0.750
C 0.405 -0.827 -0.178
C -0.708 -0.291 0.318
C 2.516 -0.669 -0.920
H 2.357 -1.445 -1.727
H 2.952 -1.048 0.027
H 0.542 -1.947 -0.090
H 3.245 0.068 -1.340
*
```

Output
HOMO-LUMO gap in eV: 9.6377
Relative energy (zero: lowest compared OMol25 entry of this formula, charge and spin) in eV: 1.227
LUMO in eV: 0.87
Structure (SMILES): CO/C=C(/F)Cl


DFT (ωB97M-V with the def2-TZVPD basis set) results for C6H9N3O2 in the gas phase.

```
! wB97M-V def2-TZVPD RIJCOSX def2/J DEFGRID3
* xyz 0 1
O -3.927 -0.173 0.501
O -0.376 2.564 -0.554
N -0.045 -2.309 -0.685
N -2.089 1.138 -0.039
N -1.900 -1.195 -0.046
C -0.650 -1.042 -0.359
C 2.090 -0.025 1.106
C 1.633 0.198 -0.324
C -0.760 1.337 -0.324
C 0.155 0.181 -0.313
C -2.750 -0.139 0.101
H 2.046 -0.568 -0.979
H 1.933 1.155 -0.757
H 0.635 2.590 -0.422
H -2.762 1.938 0.046
H 3.016 0.365 1.270
H -0.662 -3.093 -0.613
H 0.933 -2.363 -0.540
H 2.060 -1.114 1.225
H 1.421 0.553 1.708
*
```

Output
HOMO-LUMO gap in eV: 8.4886
Relative energy (zero: lowest compared OMol25 entry of this formula, charge and spin) in eV: 1.068
LUMO in eV: 0.15
Structure (SMILES): CCc1c(N)nc(=O)[nH]c1O


DFT (ωB97M-V with the def2-TZVPD basis set) results for C11H20OSi2 in the gas phase.

```
! wB97M-V def2-TZVPD RIJCOSX def2/J DEFGRID3
* xyz 0 1
Si -2.755 1.091 -0.845
Si 2.143 -1.167 0.685
O 2.310 -1.801 -0.874
C -0.369 0.005 0.254
C -1.287 1.056 0.367
C 0.935 0.240 0.694
C 1.293 -2.563 1.551
C -2.271 0.505 -2.553
C 2.010 -0.985 -2.025
C -0.914 2.257 0.884
C 3.742 -0.716 1.493
C 1.229 1.414 1.409
C -4.260 0.203 -0.171
C 0.335 2.457 1.465
H 1.128 -2.206 2.490
H -4.734 0.841 0.560
H 1.751 -3.563 1.499
H 2.798 -0.226 -2.149
H -4.180 -0.897 -0.041
H -2.535 -0.581 -2.642
H -2.977 0.899 -3.283
H -1.248 0.620 -3.029
H -4.902 0.331 -1.096
H -3.180 2.413 -0.945
H 0.338 -2.742 0.981
H 2.300 1.529 1.794
H -0.741 -1.056 0.049
H 1.127 -0.425 -1.790
H 0.456 3.281 2.156
H 3.506 -0.276 2.498
H 1.827 -1.614 -2.910
H 4.485 -1.541 1.705
H 4.249 0.118 1.013
H -1.610 3.099 0.807
*
```

Output
HOMO-LUMO gap in eV: 10.0725
LUMO in eV: 0.76
Structure (SMILES): CO[Si](C)(C)c1cccc([SiH](C)C)c1


DFT (ωB97M-V with the def2-TZVPD basis set) results for C21H19NO4 in the gas phase.

```
! wB97M-V def2-TZVPD RIJCOSX def2/J DEFGRID3
* xyz 0 1
O 4.099 -2.136 0.389
O -3.336 -2.237 -0.021
O -1.073 4.151 -0.561
O -3.634 -0.075 -0.545
N 0.656 -0.923 0.710
C 0.784 2.776 0.018
C -0.506 -1.611 0.549
C 2.949 3.830 0.215
C 2.821 -1.828 0.078
C 3.521 2.582 0.471
C 4.743 -2.366 -0.772
C 2.643 -1.858 -1.272
C -5.844 -0.318 0.455
C -0.608 2.898 -0.277
C 2.745 1.453 0.525
C 3.901 -2.209 -1.825
C -5.005 -0.348 -0.816
C -1.430 1.809 -0.292
C -2.882 -1.117 -0.133
C 1.351 1.506 0.328
C -1.503 -0.740 0.137
C -0.898 0.552 0.039
C 1.867 -1.529 1.195
C 0.456 0.405 0.378
C 1.604 3.917 -0.019
C -0.604 -3.073 0.789
H 4.136 -2.326 -2.863
H 1.608 -2.459 1.712
H 3.571 4.713 0.185
H 1.140 4.864 -0.246
H -2.017 4.098 -0.751
H 4.588 2.503 0.623
H -2.476 1.899 -0.540
H 3.237 0.512 0.689
H 0.149 -3.612 0.215
H -0.472 -3.308 1.846
H -5.727 0.638 0.962
H -5.524 -1.113 1.124
H 1.738 -1.650 -1.806
H -1.592 -3.406 0.488
H 5.780 -2.628 -0.710
H 2.341 -0.873 1.933
H -6.891 -0.465 0.206
H -5.086 -1.329 -1.296
H -5.320 0.432 -1.513
*
```

Output
HOMO-LUMO gap in eV: 8.1455
Relative energy (zero: lowest compared OMol25 entry of this formula, charge and spin) in eV: 0.953
LUMO in eV: 0.69
Structure (SMILES): CCOC(=O)c1c(C)n(Cc2ccco2)c2c1cc(O)c1ccccc12


DFT (ωB97M-V with the def2-TZVPD basis set) results for a molecular structure, H3O5P2.

```
! wB97M-V def2-TZVPD RIJCOSX def2/J DEFGRID3
* xyz -1 1
P -0.138 0.444 -1.017
P 1.202 -0.275 1.270
O 0.522 0.760 2.045
O -1.596 0.991 -0.378
O -0.772 0.206 -2.545
O 2.459 0.078 0.653
O -0.179 -1.085 -0.525
H 1.231 -1.544 1.994
H -1.543 1.020 0.659
H -1.184 -0.592 -2.154
*
```

Output
HOMO-LUMO gap in eV: 8.8205
Relative energy (zero: lowest compared OMol25 entry of this formula, charge and spin) in eV: 1.895
LUMO in eV: 4.16


DFT (ωB97M-V with the def2-TZVPD basis set) results for a molecular structure, C5F17N2O17S7Sn.

```
! wB97M-V def2-TZVPD RIJCOSX def2/J DEFGRID3
* xyz -3 1
Sn 0.369 -0.313 0.054
S -1.050 -1.643 2.913
S 3.681 0.601 -1.961
S -3.413 -0.798 1.896
S 1.866 1.784 3.310
S -1.602 3.120 0.296
S -0.232 3.488 -1.783
S -1.134 -2.175 -3.215
F 3.581 3.566 2.277
F 5.577 -0.505 -3.459
F 3.874 -1.792 -3.064
F -2.865 0.264 -0.462
F 2.061 4.426 3.605
F -0.403 -4.022 2.004
F 0.573 2.613 -2.820
F -4.072 -1.528 -0.528
F -1.173 -4.067 -5.086
F -2.419 -3.924 2.832
F -4.957 0.340 0.129
F 1.554 3.737 1.613
F 0.680 -3.955 -4.012
F -1.079 -4.819 -3.055
F -1.555 2.005 1.411
F -0.683 -3.952 4.152
F 5.321 -1.448 -1.506
O 4.720 1.388 -1.336
O 2.759 -0.031 -1.013
O 3.054 1.416 4.059
O 0.311 -1.353 2.544
O -0.163 -1.981 -2.136
O -1.148 4.284 0.963
O 0.731 1.996 4.173
O 1.662 1.025 2.087
O -3.541 0.412 2.650
O -2.938 3.136 -0.196
O 3.096 1.183 -3.129
O -0.966 -1.338 -4.369
O -1.361 3.905 -2.558
O -1.504 -1.220 4.197
O 0.682 4.489 -1.354
O -2.478 -2.345 -2.737
O -4.268 -1.875 2.322
N -1.890 -1.275 1.595
N -0.569 2.316 -0.718
C -0.651 -3.845 -3.870
C -1.170 -3.515 2.983
C -3.860 -0.400 0.135
C 4.682 -0.857 -2.522
C 2.311 3.484 2.687
*
```

Output
HOMO-LUMO gap in eV: 8.3917
LUMO in eV: 5.79


DFT (ωB97M-V with the def2-TZVPD basis set) results for 3 unconnected molecules or ions with the total composition C36H76IN4O6P.

```
! wB97M-V def2-TZVPD RIJCOSX def2/J DEFGRID3
* xyz 0 3
I -10.526 1.284 -0.177
P -1.918 1.780 -2.099
O 1.203 -1.742 4.464
O 6.174 1.147 3.103
O -2.797 -0.629 -3.080
O -3.156 2.736 -2.517
O -5.909 -1.196 -1.458
O -0.559 2.656 -2.251
N 7.346 1.179 2.563
N -2.064 1.312 -0.618
N 0.927 -0.856 3.566
N -4.699 0.592 -3.873
C 7.795 -0.686 4.126
C -0.955 0.340 4.691
C 8.716 1.580 4.609
C -1.837 0.369 -3.293
C -4.830 -3.601 -5.705
C -0.474 -0.310 -3.029
C 6.389 3.105 1.332
C -2.137 -0.026 -5.824
C -0.084 1.590 4.810
C -4.915 -1.476 -2.431
C -8.380 1.163 -0.500
C -3.846 -3.505 -6.889
C 8.347 0.592 3.503
C 9.620 0.162 2.749
C -4.119 -0.203 -2.803
C -7.960 -0.299 -0.664
C -0.958 0.026 2.186
C -1.750 0.955 -4.742
C -0.461 -1.257 -1.824
C 8.030 3.509 3.152
C 1.396 1.216 4.873
C -1.321 -1.894 3.670
C -7.629 1.865 0.605
C -6.319 -3.453 -3.076
C 1.887 1.143 2.416
C -0.542 -0.588 3.547
C 0.108 -3.674 -1.171
C -4.281 -2.955 -4.412
C 1.837 0.319 3.717
C 9.113 2.955 4.075
C 7.624 2.547 2.032
C 8.735 2.489 0.951
C -5.406 -2.316 -3.608
C 3.270 -0.143 3.949
C -0.509 -2.737 -2.234
C -7.063 -0.510 -1.896
H 7.476 -1.391 3.356
H 3.394 -0.646 4.907
H 3.941 0.713 3.946
H -6.572 1.844 0.352
H -3.781 -3.731 -3.838
H -4.166 0.388 -1.889
H -7.344 -3.293 -3.387
H 7.867 1.699 5.289
H -1.175 -2.372 4.638
H -2.000 0.628 4.557
H -3.528 -2.249 -4.724
H 8.365 4.450 2.710
H -5.986 -4.415 -3.431
H 9.714 2.780 1.332
H -4.186 -2.090 -1.910
H -1.615 -0.970 -5.711
H -0.244 -0.879 -3.922
H -0.666 -4.233 -0.662
H -3.078 3.533 -1.959
H 10.073 2.899 3.554
H -8.224 1.726 -1.409
H -4.254 -2.922 -7.702
H -5.731 -3.069 -5.993
H -6.017 -1.757 -4.310
H -3.195 -0.236 -5.771
H -1.080 1.108 2.228
H -1.966 0.406 -6.801
H 1.591 0.707 5.823
H 0.641 -3.076 -0.444
H -1.909 -0.374 1.840
H -7.910 2.911 0.600
H -2.398 1.822 -4.795
H 6.949 -0.493 4.783
H 6.045 2.433 0.544
H -6.304 -3.502 -1.993
H 10.262 -0.418 3.411
H 0.464 -1.112 -1.273
H -8.817 -0.954 -0.675
H 0.313 0.424 -2.904
H -0.715 1.250 -4.908
H 8.510 3.162 0.124
H -0.234 -0.206 1.405
H -1.534 -3.012 -2.447
H 10.221 0.996 2.393
H 5.566 3.277 2.024
H -7.824 1.440 1.579
H -2.911 -3.048 -6.591
H 2.680 1.888 2.483
H 8.819 1.492 0.520
H 2.106 0.502 1.561
H -1.247 1.645 -0.113
H -7.358 -0.555 0.200
H -5.078 -4.638 -5.537
H -6.837 0.473 -2.294
H -7.632 -1.102 -2.608
H -4.868 1.536 -3.547
H 0.102 -2.830 -3.125
H -1.033 -2.599 2.888
H -2.385 -1.687 3.568
H -0.310 2.676 -3.194
H -0.905 -0.208 5.637
H 0.968 1.688 2.208
H -5.597 0.240 -4.177
H 9.370 -0.468 1.895
H 9.530 1.163 5.205
H -0.360 2.142 5.711
H -1.275 -1.062 -1.140
H 0.801 -4.353 -1.643
H 8.571 -1.164 4.722
H 6.637 4.064 0.879
H -0.270 2.268 3.972
H 3.596 -0.824 3.161
H -3.587 -4.498 -7.237
H 9.265 3.641 4.911
H 2.008 2.120 4.879
H 7.150 3.749 3.756
*
```

Output
<S²>: 2.008
HOMO-LUMO gap (alpha / beta) in eV: 8.2792 / 9.0426
LUMO (alpha / beta) in eV: 0.27 / 0.25


Number 1: calculated total energy -3467.74483 Ha, F_max 4.3 eV/A. Number 2: calculated total energy -8727.03425 Ha, F_max 3.9 eV/A. Number 3: calculated total energy -1296.47080 Ha, F_max 0.9 eV/A. Number 4: calculated total energy -751.94586 Ha, F_max 2.2 eV/A. Number 5: calculated total energy -548.78211 Ha, F_max 4.9 eV/A. Number 6: calculated total energy -1085.38680 Ha, F_max 3.7 eV/A. Number 7: calculated total energy -1167.38212 Ha, F_max 0.9 eV/A. Number 8: calculated total energy -1060.86970 Ha, F_max 2.9 eV/A. Number 9: calculated total energy -6278.61811 Ha, F_max 2.6 eV/A. Number 10: calculated total energy -2726.69194 Ha, F_max 2.6 eV/A.